No. 1
Computed, not measured: an isolated molecule of C2H3N3O2, with wB97M-V/def2-TZVPD.

Element x y z (Å)
O (-0.8243, -1.7307, 1.7686)
N (-1.3337, -1.0919, 0.6264)
C (-0.4639, -0.3648, 0.0809)
N (-0.7627, 0.3541, -1.0909)
C (0.3207, 1.0515, -1.3329)
N (1.2908, 0.8191, -0.4429)
O (0.8011, -0.1127, 0.5255)
H (-1.6030, -2.1499, 2.1413)
H (0.5560, 1.7797, -2.0912)
H (2.0191, 1.4455, -0.1846)

Forces on the atoms, in the same order (eV/Å):
O 0.243 0.170 0.146
N -0.176 -0.688 0.373
C -0.853 0.874 -1.179
N 1.263 0.908 -0.636
C -1.439 -1.068 1.130
N 0.164 -1.237 0.245
O 1.024 1.013 -0.373
H -0.078 -0.040 -0.044
H -0.506 -0.043 -0.365
H 0.358 0.112 0.703

Properties
- total energy (a.u.) = -392.63281
- max |F| (eV Å⁻¹) = 2.12
- SMILES string = O/N=c1/nc[nH]o1

=====

No. 2
Computed, not measured: a structure of composition C32H52BFeN6S3Se2, with wB97M-V/def2-TZVPD.

Element x y z (Å)
Fe (-0.3468, 0.6264, -0.2159)
C (-1.1802, -0.8656, 4.8105)
C (-1.5493, -1.5770, 3.5452)
C (-2.0283, -2.8415, 3.5213)
C (-2.3269, -3.4910, 2.2886)
N (-2.2249, -2.8504, 1.1644)
N (-1.7734, -1.5776, 1.1826)
B (-1.7594, -0.7932, -0.1711)
N (-1.3882, -1.8623, -1.2559)
N (-2.1880, -2.2340, -2.2259)
C (-1.7991, -3.1975, -3.0481)
C (-0.6346, -3.9189, -2.7811)
C (0.2267, -3.5026, -1.7938)
C (1.4559, -4.3010, -1.4460)
C (-0.1382, -2.3261, -1.1249)
S (0.8520, -1.3087, -0.0415)
C (-2.6947, -3.4948, -4.2394)
C (-3.9324, -2.5975, -4.2263)
C (-1.8870, -3.2318, -5.5177)
C (-3.1311, -4.9650, -4.1847)
N (-3.2009, -0.2510, -0.4213)
N (-4.1874, -1.1747, -0.4514)
C (-5.4121, -0.7805, -0.6048)
C (-5.7220, 0.6046, -0.7272)
C (-4.7464, 1.5368, -0.6718)
C (-5.0206, 3.0049, -0.7686)
C (-3.3986, 1.0718, -0.4996)
S (-2.0870, 2.1439, -0.3405)
C (-6.5109, -1.8335, -0.6135)
C (-7.4209, -1.5980, 0.6005)
C (-7.3323, -1.7076, -1.9033)
C (-5.9101, -3.2351, -0.5286)
C (-1.3531, -0.9266, 2.2828)
S (-0.5819, 0.5782, 2.1061)
C (-2.7820, -4.9425, 2.2469)
C (-1.7676, -5.8124, 3.0012)
C (-2.8917, -5.4360, 0.8054)
C (-4.1527, -5.0438, 2.9312)
H (-1.4336, -1.4628, 5.6839)
H (-1.6907, 0.0966, 4.8687)
H (-0.1101, -0.6506, 4.8208)
H (-2.1680, -3.3757, 4.4533)
H (-0.4002, -4.8085, -3.3541)
H (1.1926, -5.3586, -1.4253)
H (1.8550, -4.0312, -0.4708)
H (2.2430, -4.1759, -2.1909)
H (-3.6599, -1.5423, -4.2621)
H (-4.5197, -2.7588, -3.3227)
H (-4.5521, -2.8272, -5.0946)
H (-1.5917, -2.1822, -5.5810)
H (-2.4974, -3.4679, -6.3902)
H (-0.9860, -3.8479, -5.5607)
H (-3.6338, -5.1922, -3.2425)
H (-2.2897, -5.6513, -4.3009)
H (-3.8300, -5.1638, -4.9984)
H (-6.7525, 0.9154, -0.8504)
H (-6.0859, 3.1931, -0.8861)
H (-4.4831, 3.4375, -1.6139)
H (-4.6606, 3.5185, 0.1241)
H (-7.9168, -0.6264, 0.5547)
H (-6.8489, -1.6455, 1.5293)
H (-8.1958, -2.3655, 0.6354)
H (-7.7697, -0.7144, -2.0177)
H (-8.1511, -2.4286, -1.8856)
H (-6.7181, -1.9102, -2.7823)
H (-5.3703, -3.3705, 0.4087)
H (-5.2016, -3.4117, -1.3395)
H (-6.7076, -3.9778, -0.5868)
H (-0.7709, -5.7190, 2.5641)
H (-2.0683, -6.8594, 2.9416)
H (-1.7023, -5.5490, 4.0575)
H (-1.9206, -5.3987, 0.3051)
H (-3.5880, -4.8279, 0.2276)
H (-3.2406, -6.4698, 0.8049)
H (-4.1088, -4.7052, 3.9687)
H (-4.4937, -6.0805, 2.9326)
H (-4.8957, -4.4402, 2.4081)
C (0.9521, -0.0777, -3.6532)
Se (-0.3780, 0.8795, -2.5958)
C (0.4355, 2.6417, -2.7710)
C (1.6591, 2.8435, -1.9052)
Se (1.2120, 2.6191, -0.0133)
C (2.9297, 2.0421, 0.6605)
H (0.8898, 0.2842, -4.6767)
H (0.6847, -1.1343, -3.6351)
H (1.9617, 0.0524, -3.2720)
H (-0.3630, 3.3349, -2.5098)
H (0.6849, 2.7836, -3.8226)
H (2.0424, 3.8531, -2.0483)
H (2.4555, 2.1367, -2.1407)
H (3.6183, 2.8805, 0.7147)
H (3.3468, 1.2511, 0.0436)
H (2.7255, 1.6649, 1.6603)
C (2.4608, -1.3546, -0.8990)
H (3.2008, -1.8329, -0.2617)
H (2.7405, -0.3217, -1.0892)
H (2.3921, -1.8704, -1.8495)

Forces on the atoms, in the same order (eV/Å):
Fe 0.282 0.291 0.804
C -0.008 -0.027 -0.123
C 0.122 0.250 0.184
C -0.096 -0.219 0.047
C 0.017 0.012 0.049
N 0.097 0.192 -0.021
N -0.005 -0.154 0.139
B -0.431 0.282 -0.395
N 0.481 -0.026 -0.082
N -0.242 -0.168 -0.030
C -0.215 0.234 0.108
C 0.033 -0.140 -0.114
C 0.224 0.077 0.272
C -0.071 0.075 -0.072
C 0.066 -0.180 -0.061
S 0.019 -0.003 -0.208
C 0.024 0.001 0.065
C 0.044 -0.020 0.012
C 0.001 -0.039 0.013
C -0.003 -0.020 -0.041
N -0.019 -0.151 -0.014
N 0.232 0.097 0.036
C -0.129 0.085 0.003
C -0.176 -0.178 -0.007
C 0.143 0.298 -0.007
C 0.053 -0.065 0.010
C -0.139 -0.046 0.024
S -0.024 -0.046 -0.159
C 0.042 0.017 -0.011
C 0.014 0.015 -0.009
C 0.011 0.005 0.010
C -0.003 0.028 0.022
C -0.031 -0.086 -0.110
S -0.048 -0.187 -0.030
C -0.020 0.049 0.032
C 0.011 0.011 -0.029
C 0.011 0.028 -0.017
C 0.028 0.006 0.027
H -0.008 -0.013 -0.011
H -0.005 -0.002 0.002
H -0.004 0.004 -0.005
H -0.005 -0.001 -0.018
H -0.011 0.032 0.000
H 0.009 0.009 -0.006
H -0.017 0.028 0.010
H 0.010 0.008 0.009
H -0.011 0.002 0.003
H -0.017 0.021 -0.018
H 0.018 -0.008 0.008
H -0.001 -0.006 -0.008
H 0.018 0.012 -0.012
H -0.019 0.006 -0.017
H -0.004 0.014 -0.005
H -0.011 0.019 0.015
H 0.016 -0.016 0.007
H 0.020 -0.021 0.001
H 0.000 -0.010 -0.001
H 0.001 -0.005 0.000
H -0.005 -0.008 0.000
H 0.008 -0.009 0.004
H -0.008 -0.006 -0.002
H -0.001 0.009 0.001
H -0.008 -0.018 0.007
H 0.007 0.001 -0.017
H 0.007 0.004 -0.006
H 0.000 0.005 -0.014
H -0.020 -0.019 0.018
H -0.002 0.004 0.008
H -0.007 -0.008 0.003
H 0.004 0.001 0.005
H 0.001 0.004 0.002
H -0.026 -0.002 -0.001
H 0.026 -0.026 0.007
H 0.001 -0.002 0.002
H -0.012 -0.014 -0.019
H 0.006 0.009 0.000
H -0.012 0.000 -0.005
C -0.003 -0.017 0.020
Se -0.128 0.009 -0.133
C 0.027 -0.009 -0.085
C 0.118 0.112 0.092
Se -0.393 -0.338 -0.203
C 0.076 0.041 0.051
H 0.011 -0.023 -0.017
H 0.018 -0.001 -0.003
H -0.022 0.016 0.006
H 0.008 0.043 0.006
H -0.042 0.021 -0.015
H 0.053 -0.002 0.005
H -0.027 -0.027 -0.039
H -0.003 0.007 0.011
H 0.003 0.026 0.035
H 0.082 -0.034 0.018
C -0.009 -0.014 0.045
H 0.015 -0.010 -0.036
H -0.006 -0.042 0.028
H -0.010 -0.057 -0.055

Properties
- total energy (a.u.) = -8864.95406
- total charge = +1
- max |F| (eV Å⁻¹) = 0.90

=====

No. 3
Computed, not measured: a structure of composition C33H32AsFMgNO7S2Si, with wB97M-V/def2-TZVPD.

Element x y z (Å)
Mg (-0.4144, 0.7897, 0.5251)
C (-4.5548, 0.4507, 1.8528)
Si (-3.7492, 0.7094, 0.1713)
C (-4.9996, 0.0800, -1.1112)
C (-3.6880, 2.5379, -0.2148)
N (-2.2205, -0.0788, -0.0392)
C (-2.1734, -1.4463, -0.1783)
C (-3.1451, -2.3884, 0.2497)
C (-3.0103, -3.7573, 0.0526)
C (-1.8864, -4.2933, -0.5591)
C (-0.8883, -3.4144, -0.9734)
C (-1.0562, -2.0672, -0.7802)
F (-0.0768, -1.2378, -1.2235)
H (-5.4224, 1.1117, 1.9783)
H (-3.8283, 0.6883, 2.6386)
H (-4.8926, -0.5823, 1.9900)
H (-5.8890, 0.7277, -1.0965)
H (-5.3377, -0.9464, -0.9440)
H (-4.5698, 0.1244, -2.1219)
H (-4.7033, 2.8979, -0.4135)
H (-3.0722, 2.7260, -1.1009)
H (-3.2791, 3.1343, 0.6051)
H (-4.0142, -2.0159, 0.7753)
H (-3.8025, -4.4173, 0.3939)
H (-1.7808, -5.3608, -0.7091)
H (0.0152, -3.7681, -1.4600)
O (2.3984, 3.0271, -0.2267)
S (2.4583, 1.7096, 0.3426)
O (3.7660, 1.0862, 0.3230)
O (1.4204, 0.7496, -0.1481)
C (2.0620, 1.8569, 2.1005)
C (2.9211, 1.2489, 2.9223)
C (2.5865, 0.9709, 4.3523)
C (1.3924, 1.7957, 4.9349)
C (0.6554, 2.6348, 3.9566)
C (0.8539, 2.5498, 2.6468)
S (-0.6324, 2.9835, 1.7091)
O (-1.0498, 4.2948, 2.1161)
O (-1.5185, 1.8805, 2.1248)
O (-0.3477, 2.7915, 0.2818)
H (3.8348, 0.8516, 2.5033)
H (3.4758, 0.9933, 4.9786)
H (1.6174, 2.3291, 5.8568)
H (-0.2083, 3.1816, 4.3228)
O (0.1144, -0.3236, 2.0579)
As (1.2231, -1.2472, 2.8755)
C (0.2735, -2.8504, 3.3388)
C (0.8113, -4.1106, 3.1126)
C (0.0018, -5.2326, 3.2117)
C (-1.3427, -5.0914, 3.5228)
C (-1.8807, -3.8309, 3.7498)
C (-1.0774, -2.7073, 3.6495)
C (1.7560, -0.3683, 4.5736)
C (2.3477, -1.4041, 5.4775)
C (1.9342, -1.5627, 6.7315)
C (0.8492, -0.7492, 7.3103)
C (0.2188, 0.1758, 6.5942)
C (0.5793, 0.4762, 5.1723)
C (2.7532, -1.8582, 1.8896)
C (4.0514, -1.8141, 2.3829)
C (5.1090, -2.1550, 1.5549)
C (4.8681, -2.5271, 0.2369)
C (3.5710, -2.5769, -0.2492)
C (2.5080, -2.2392, 0.5748)
H (1.8580, -4.2136, 2.8526)
H (0.4170, -6.2159, 3.0252)
H (-1.9828, -5.9650, 3.5616)
H (-2.9351, -3.7179, 3.9673)
H (-1.5050, -1.7195, 3.7640)
H (3.1375, -2.0332, 5.0875)
H (2.3920, -2.3218, 7.3562)
H (0.5603, -0.9412, 8.3389)
H (-0.5958, 0.7528, 7.0230)
H (-0.3194, 0.4659, 4.5545)
H (4.2511, -1.4930, 3.3957)
H (6.1241, -2.1048, 1.9314)
H (5.7013, -2.7554, -0.4186)
H (3.3821, -2.8463, -1.2815)
H (1.5009, -2.2313, 0.1863)

Forces on the atoms, in the same order (eV/Å):
Mg -1.115 -1.335 -0.710
C 0.054 0.097 0.246
Si -0.086 -0.245 -0.452
C -0.109 -0.083 -0.108
C 0.286 0.226 0.190
N -0.076 -0.448 -0.051
C -0.073 0.079 0.129
C 0.123 0.169 -0.015
C -0.015 0.022 0.027
C -0.030 -0.011 0.049
C 0.002 -0.111 0.002
C -0.216 0.070 -0.012
F 0.256 0.163 -0.039
H 0.100 -0.087 -0.027
H -0.112 -0.026 -0.065
H 0.008 0.139 0.029
H 0.159 -0.115 -0.001
H 0.044 0.044 -0.017
H -0.061 0.021 0.184
H 0.057 -0.066 -0.019
H -0.083 -0.003 0.075
H -0.034 -0.040 -0.111
H -0.027 -0.047 -0.076
H 0.043 0.044 0.007
H 0.001 0.042 0.013
H -0.048 0.051 0.008
O -0.107 -0.043 -0.030
S 0.418 -0.073 -0.188
O -0.067 -0.120 -0.037
O 0.794 0.607 0.017
C -0.147 0.044 0.084
C -0.248 0.074 0.112
C -0.382 -0.056 -0.045
C 0.156 -0.195 -0.016
C 0.099 0.101 0.065
C 0.157 -0.175 -0.486
S -0.234 0.805 0.746
O 0.078 0.039 -0.050
O 0.100 0.260 -0.085
O 0.036 0.348 0.164
H -0.008 -0.023 -0.006
H 0.042 -0.073 0.121
H 0.045 -0.006 0.099
H -0.019 -0.065 0.000
O 0.384 -0.667 0.532
As -0.252 0.100 0.266
C -0.242 0.066 -0.258
C 0.076 0.026 0.169
C -0.003 -0.059 0.058
C -0.032 0.011 -0.009
C 0.002 -0.039 0.019
C 0.064 -0.056 0.006
C 0.128 0.219 -0.301
C -0.001 0.193 -0.008
C -0.178 0.054 0.193
C 0.146 -0.195 0.057
C -0.021 0.060 -0.145
C 0.179 -0.067 0.216
C -0.063 0.312 -0.211
C -0.014 -0.075 -0.064
C 0.025 -0.045 -0.061
C 0.060 0.015 0.070
C -0.022 -0.010 -0.014
C 0.118 0.026 0.076
H -0.015 -0.024 -0.072
H -0.014 0.034 -0.006
H 0.027 0.020 0.024
H 0.007 -0.012 -0.002
H -0.028 0.035 -0.059
H 0.042 -0.055 0.008
H -0.016 0.033 -0.026
H 0.025 0.021 -0.086
H 0.054 -0.035 -0.008
H -0.055 0.016 -0.124
H 0.028 0.061 0.026
H -0.044 0.000 -0.027
H -0.053 -0.009 0.049
H 0.010 0.026 0.048
H -0.081 0.019 -0.054

Properties
- total energy (a.u.) = -5479.95325
- total charge = -1
- max |F| (eV Å⁻¹) = 1.88

=====

Molecular weight, respectively: 101.06, 841.59, 765.06 g mol⁻¹.
E_LUMO, respectively: 0.596, -2.869, 2.106 eV.